1.
Formula: C4H5NO
Source: the Open Molecules 2025 dataset
Level of theory: wB97M-V/def2-TZVPD

- energy relative to the best compared isomer or geometry (same formula, charge and spin) (eV) = 5.243
- LUMO level (eV) = 0.6090
- orbital gap (eV) = 9.95
- HOMO energy (eV) = -9.34
- max |F| (eV/A) = 1.0

CARTESIAN COORDINATES (ANGSTROEM)
1 N 2.01869 0.31427 1.22447
2 C 1.70641 -0.42881 0.30325
3 C 1.14650 -1.16779 -0.62996
4 C -0.73747 0.32688 0.75155
5 C -1.58488 0.92265 -0.31921
6 O -1.95330 -0.08930 0.66103
7 H 0.86560 -2.18944 -0.40502
8 H 1.04507 -0.79200 -1.64083
9 H 1.07228 0.64417 1.52871
10 H -2.01639 1.90128 -0.13178
11 H -1.56251 0.55808 -1.34220

2.
Formula: C4H10O2
Source: the Open Molecules 2025 dataset
Level of theory: wB97M-V/def2-TZVPD

- energy relative to the best compared isomer or geometry (same formula, charge and spin) (eV) = 2.544
- LUMO level (eV) = 0.5699
- orbital gap (eV) = 9.76
- HOMO energy (eV) = -9.19
- max |F| (eV/A) = 2.9

CARTESIAN COORDINATES (ANGSTROEM)
1 C -1.27940 -1.01652 -0.41741
2 C -0.25710 -0.01451 0.27164
3 C -0.77595 1.42598 0.10047
4 O 0.13610 -0.28122 1.56972
5 C 0.95026 -0.35339 -0.53986
6 O 2.20012 0.26580 0.44343
7 H -1.03503 -2.06407 -0.19883
8 H -2.23415 -0.77250 0.03297
9 H -1.40516 -0.92238 -1.51949
10 H -1.04840 1.63583 -0.94145
11 H -1.66355 1.56958 0.72930
12 H -0.02558 2.15721 0.42070
13 H 1.32229 0.03959 1.36810
14 H 1.14867 -1.42107 -0.48822
15 H 0.93719 0.05600 -1.55964
16 H 2.92608 -0.36175 0.65098

3.
Formula: C23H40FN2O4
Source: the Open Molecules 2025 dataset
Level of theory: wB97M-V/def2-TZVPD

- total charge = +1
- LUMO level (eV) = -2.4834
- orbital gap (eV) = 9.41
- HOMO energy (eV) = -11.90
- max |F| (eV/A) = 0.5

CARTESIAN COORDINATES (ANGSTROEM)
1 C -2.68622 -2.28571 2.90473
2 C -1.99136 -1.00925 3.36404
3 C -0.58547 -0.77340 2.77044
4 C -0.50793 0.35104 1.71900
5 C -1.57443 0.17872 0.62427
6 C -1.38483 -0.87491 -0.48391
7 C -0.76027 -2.22269 -0.14193
8 C -0.86470 -3.18354 -1.33266
9 O 0.18119 -4.12356 -1.35933
10 C -0.04456 -5.24438 -0.52923
11 N -0.85917 1.57881 2.46198
12 C -0.51461 2.83605 1.81916
13 C 0.98005 2.95147 1.60998
14 N 1.47528 1.82673 0.75263
15 C 1.36011 2.13695 -0.72182
16 C 2.41713 1.40014 -1.53268
17 F 0.10712 1.78601 -1.11356
18 C 0.95555 0.40549 1.12308
19 C 2.05250 -0.22015 1.96379
20 C 2.65547 -1.38561 1.50721
21 C 3.67621 -1.98224 2.22365
22 C 4.11901 -1.41757 3.40935
23 C 3.52707 -0.25236 3.87489
24 C 2.50743 0.34240 3.15922
25 H -3.60423 -2.43596 3.47115
26 H -2.98779 -2.21717 1.85792
27 H -2.04376 -3.15765 3.02178
28 H -1.88389 -1.05502 4.44909
29 H -2.63345 -0.14823 3.18098
30 H -0.19962 -1.70503 2.36142
31 H 0.06457 -0.48968 3.59961
32 H -1.68809 1.13300 0.11724
33 H -2.53275 0.01519 1.11250
34 H -0.82964 -0.45015 -1.32128
35 H -2.37915 -1.08467 -0.88677
36 H 0.30536 -2.15559 0.07922
37 H -1.23973 -2.67654 0.72329
38 H -1.84005 -3.68494 -1.32561
39 H -0.81550 -2.61764 -2.26569
40 H -0.27409 -4.94802 0.49990
41 H -0.87306 -5.84796 -0.90807
42 H 0.86817 -5.83322 -0.51980
43 H -0.39829 1.55704 3.36616
44 H -0.81651 3.64873 2.48051
45 H -1.06171 2.97275 0.88862
46 H 1.48754 2.92717 2.56953
47 H 1.25081 3.88680 1.12063
48 H 2.48351 1.76328 0.90020
49 H 1.44837 3.21554 -0.84135
50 H 3.11016 0.83074 -0.91550
51 H 1.91154 0.69435 -2.19174
52 H 2.96459 2.09413 -2.16443
53 H 0.98031 -0.12697 0.17582
54 H 2.34831 -1.84497 0.57672
55 H 4.14054 -2.88527 1.85206
56 H 4.92050 -1.86634 3.97836
57 H 3.84829 0.19299 4.80589
58 H 2.05918 1.23629 3.57036
59 C -3.31136 1.98165 -7.03066
60 O -2.40338 2.95365 -6.49259
61 C -1.69445 2.53450 -5.45836
62 O -1.74464 1.44695 -4.94389
63 O -0.89417 3.53248 -5.06110
64 C -0.07525 3.18492 -3.95112
65 H -3.80823 2.47413 -7.85956
66 H -2.76747 1.10874 -7.38414
67 H -4.03951 1.68522 -6.27910
68 H 0.57929 2.35109 -4.20644
69 H -0.69103 2.92217 -3.09523
70 H 0.51917 4.06906 -3.72879